Formula: C4H5NO
Source: the Open Molecules 2025 dataset
Level of theory: ωB97M-V/def2-TZVPD

Structure (XYZ):
```
11
Properties=species:S:1:pos:R:3:forces:R:3
H 0.193 -1.597 0.963 0.05 0.13 -0.11
H 0.683 1.452 0.904 -0.06 -0.11 0.05
H 1.509 -0.778 0.056 -0.18 0.05 0.05
N 0.429 0.859 -2.745 -0.44 -0.47 0.87
C -0.600 -0.299 -0.613 -0.05 -0.18 -0.22
C 0.036 0.591 1.112 0.20 0.09 0.27
O -1.158 0.645 0.301 -0.10 0.11 -0.05
H -0.191 0.543 2.179 0.00 0.00 -0.16
C -0.040 0.358 -1.815 0.37 0.39 -0.80
H -1.324 -1.057 -0.928 0.12 0.11 0.06
C 0.480 -0.700 0.410 0.09 -0.11 0.04
```
Positions in Å, forces in eV/Å.

Computed properties:
E_LUMO ... 0.03112 Ha
Energy above the lowest of the compared OMol25 structures with the same formula, charge and spin ... 37.72 kcal per mole
Frontier orbital gap ... 11.588 eV
DFT total energy ... -285.35448 a.u.